The following is a quantum chemistry calculation of C23H22N2O5S as an isolated structure in a non-equilibrium geometry, from OMol25.

Positions of all 53 atoms, in Å:
C  -3.20  -2.55  0.86
C  -1.74  -3.00  0.36
O  -1.32  -2.69  -0.94
C  -1.07  -1.25  -1.18
C  -0.92  -0.06  -0.35
C  -0.67  1.14  -0.55
C  -0.57  1.42  -1.83
C  -0.40  0.36  -2.91
C  -0.74  -0.91  -2.47
O  -1.06  -1.99  -3.41
C  -0.07  -2.33  -4.26
O  0.94  -1.50  -4.58
C  -0.61  -3.23  -5.27
C  0.05  -4.01  -6.21
C  -0.52  -5.01  -6.77
C  -1.80  -5.39  -5.86
S  -2.11  -4.24  -4.73
H  -2.46  -6.20  -6.05
H  -0.20  -5.75  -7.64
H  0.85  -3.55  -6.58
H  -0.27  0.59  -3.93
H  -0.17  2.27  -2.05
C  -0.42  2.02  0.46
N  -0.74  1.82  1.78
N  -0.23  2.79  2.53
C  -0.14  4.07  2.46
O  -0.01  4.88  1.44
C  0.03  4.65  3.92
O  0.06  3.90  5.07
C  1.31  3.27  5.06
C  1.70  2.43  6.20
C  2.89  1.94  6.33
C  3.83  1.93  5.45
C  3.57  2.89  4.30
C  2.38  3.49  4.14
H  2.36  3.83  3.30
H  4.53  2.93  3.49
C  4.95  1.18  5.81
H  5.01  0.28  6.14
H  5.72  1.13  4.92
H  5.57  1.82  6.35
H  2.83  1.18  7.51
H  0.77  2.48  6.98
H  -1.14  5.35  4.12
H  0.79  5.61  3.96
H  -0.75  2.41  3.36
H  -0.27  3.12  -0.08
H  -1.22  -0.37  0.73
H  -1.51  -4.06  0.44
H  -0.94  -2.52  1.35
H  -3.16  -1.44  0.83
H  -3.30  -2.89  1.83
H  -3.76  -3.02  -0.03

Summary:
LUMO: -0.02290 hartree
HOMO energy: -0.3072 hartree
Kohn-Sham gap: 7.74 eV
Energy: -1772.89658 hartree

=====

The following is a quantum chemistry calculation of a 2-piece molecular cluster, C23H22N3O3 overall in a non-equilibrium geometry, from OMol25.

Positions of all 51 atoms, in Å:
C  -4.27  -0.74  2.92
N  -3.27  0.20  3.39
C  -3.78  1.48  3.81
C  -1.92  -0.02  3.22
C  -1.05  1.04  2.89
C  0.30  0.80  2.69
C  0.88  -0.46  2.98
C  2.30  -0.76  2.86
C  3.27  0.22  2.92
C  4.64  -0.08  2.80
N  5.80  -0.23  2.69
C  3.05  1.59  3.25
N  2.95  2.73  3.51
C  0.00  -1.48  3.40
C  -1.36  -1.31  3.43
H  -3.82  -1.71  2.69
H  -5.04  -0.85  3.70
H  -4.77  -0.35  2.01
H  -3.08  1.96  4.50
H  -3.95  2.16  2.96
H  -4.73  1.32  4.32
H  -1.46  2.03  2.73
H  0.92  1.61  2.30
H  2.62  -1.78  3.12
H  0.43  -2.45  3.70
H  -2.02  -2.15  3.65
C  7.11  -2.26  -0.46
C  6.34  -2.56  0.79
O  4.93  -2.39  0.48
C  4.08  -2.74  1.50
C  2.67  -2.49  1.11
C  1.70  -3.47  1.51
C  0.43  -3.59  0.69
C  0.32  -3.18  -0.64
C  -0.92  -3.17  -1.29
C  -2.07  -3.61  -0.63
C  -1.96  -4.10  0.68
C  -0.72  -4.12  1.31
O  1.81  -4.14  2.55
O  4.49  -3.14  2.58
H  8.18  -2.25  -0.25
H  6.92  -3.01  -1.23
H  6.84  -1.27  -0.86
H  6.51  -3.60  1.11
H  6.63  -1.87  1.60
H  2.57  -2.04  0.12
H  1.21  -2.85  -1.16
H  -0.98  -2.82  -2.32
H  -3.05  -3.58  -1.12
H  -2.85  -4.47  1.22
H  -0.63  -4.53  2.33

Summary:
LUMO: 0.08914 hartree
Charge: -1
HOMO energy: -0.1529 hartree
Kohn-Sham gap: 6.59 eV
Energy: -1279.63120 hartree

=====

The following is a quantum chemistry calculation of C23H22N3O4S2Y as an isolated structure, from OMol25.

Positions of all 55 atoms, in Å:
Y  -0.78  0.17  -0.31
C  2.43  1.44  0.07
N  1.48  0.76  0.97
C  1.95  -0.61  1.27
C  0.91  -1.34  2.10
N  -0.26  -1.73  1.30
C  -1.35  -2.11  2.22
C  -0.02  -2.79  0.33
C  1.07  -3.65  0.44
C  1.28  -4.66  -0.48
C  0.39  -4.82  -1.53
C  -0.69  -3.97  -1.65
C  -0.92  -2.94  -0.73
S  -2.34  -1.90  -0.95
C  1.33  1.57  2.17
C  2.39  1.66  3.07
C  2.30  2.46  4.20
C  1.13  3.18  4.43
C  0.09  3.10  3.53
C  0.16  2.30  2.39
S  -1.23  2.23  1.31
H  3.40  1.59  0.57
H  2.03  2.42  -0.19
H  2.57  0.85  -0.84
H  2.91  -0.60  1.79
H  2.11  -1.11  0.31
H  0.55  -0.67  2.88
H  1.35  -2.20  2.61
H  -1.02  -2.91  2.90
H  -2.20  -2.46  1.64
H  -1.65  -1.24  2.80
H  1.78  -3.55  1.25
H  2.14  -5.31  -0.38
H  0.55  -5.60  -2.27
H  -1.39  -4.08  -2.47
H  3.30  1.12  2.89
H  3.13  2.51  4.89
H  1.05  3.81  5.30
H  -0.82  3.66  3.70
O  -4.67  2.28  -1.75
C  -3.49  1.70  -1.58
O  -3.18  1.12  -0.56
C  -2.57  1.78  -2.75
C  -2.89  2.33  -3.97
C  -1.93  2.27  -4.97
C  -0.71  1.66  -4.72
C  -0.48  1.14  -3.45
N  -1.39  1.21  -2.49
C  0.81  0.42  -3.07
O  1.71  0.36  -3.88
O  0.79  -0.04  -1.87
H  -5.18  2.16  -0.93
H  -3.86  2.78  -4.13
H  -2.13  2.69  -5.95
H  0.07  1.57  -5.46

Summary:
LUMO: -0.02734 hartree
HOMO energy: -0.2782 hartree
Kohn-Sham gap: 6.83 eV
Energy: -2189.83579 hartree

=====

The following is a quantum chemistry calculation of C23H22N4O2Rh as an isolated structure in a non-equilibrium geometry, from OMol25.

Positions of all 52 atoms, in Å:
Rh  0.16  0.13  -0.48
O  2.27  -2.65  3.70
C  3.24  -1.79  3.36
C  4.42  -1.84  4.11
C  5.47  -1.00  3.83
C  5.39  -0.08  2.78
C  4.23  -0.02  2.03
C  3.15  -0.86  2.30
C  1.96  -0.73  1.47
O  1.84  0.26  0.66
N  0.97  -1.64  1.57
N  -0.02  -1.38  0.75
C  -1.17  -2.13  0.59
C  -2.05  -1.66  -0.36
C  -3.28  -2.30  -0.69
C  -4.12  -1.74  -1.60
C  -3.77  -0.51  -2.20
C  -2.57  0.08  -1.86
N  -1.71  -0.46  -1.00
H  1.56  -2.61  3.04
H  4.47  -2.57  4.91
H  6.38  -1.06  4.42
H  6.22  0.57  2.56
H  4.14  0.69  1.22
H  -1.36  -3.01  1.20
H  -3.52  -3.23  -0.20
H  -5.05  -2.22  -1.86
H  -4.42  -0.03  -2.92
H  -2.28  1.02  -2.30
C  3.87  -3.35  -2.05
C  2.37  -3.59  -2.27
C  1.60  -2.37  -2.12
N  1.03  -1.38  -2.00
H  4.41  -4.29  -2.18
H  4.05  -2.99  -1.04
H  4.26  -2.63  -2.76
H  1.98  -4.31  -1.55
H  2.18  -3.99  -3.27
C  0.62  1.85  -1.81
C  0.61  2.74  -0.71
C  -0.59  3.36  -0.25
C  -0.56  4.25  0.79
C  0.65  4.56  1.42
C  1.84  3.98  0.99
C  1.83  3.08  -0.05
H  1.59  1.63  -2.25
H  -0.20  1.89  -2.52
H  -1.53  3.13  -0.74
H  -1.47  4.73  1.13
H  0.67  5.27  2.24
H  2.78  4.23  1.47
H  2.75  2.63  -0.40

Summary:
LUMO (spin up / spin down): -0.08280 / -0.20737 hartree
Charge: +1
Multiplicity: 5
HOMO energy (spin up / spin down): -0.3465 / -0.4007 hartree
Kohn-Sham gap (spin up / spin down): 7.17 / 5.26 eV
Energy: -1369.37550 hartree

=====

Question: energy of number 2 (C23H22N3O3)?
Answer: -1279.63120 hartree

=====

Repeat the fourth record exactly.
The following is a quantum chemistry calculation of C23H22N4O2Rh as an isolated structure in a non-equilibrium geometry, from OMol25.

Positions of all 52 atoms, in Å:
Rh  0.16  0.13  -0.48
O  2.27  -2.65  3.70
C  3.24  -1.79  3.36
C  4.42  -1.84  4.11
C  5.47  -1.00  3.83
C  5.39  -0.08  2.78
C  4.23  -0.02  2.03
C  3.15  -0.86  2.30
C  1.96  -0.73  1.47
O  1.84  0.26  0.66
N  0.97  -1.64  1.57
N  -0.02  -1.38  0.75
C  -1.17  -2.13  0.59
C  -2.05  -1.66  -0.36
C  -3.28  -2.30  -0.69
C  -4.12  -1.74  -1.60
C  -3.77  -0.51  -2.20
C  -2.57  0.08  -1.86
N  -1.71  -0.46  -1.00
H  1.56  -2.61  3.04
H  4.47  -2.57  4.91
H  6.38  -1.06  4.42
H  6.22  0.57  2.56
H  4.14  0.69  1.22
H  -1.36  -3.01  1.20
H  -3.52  -3.23  -0.20
H  -5.05  -2.22  -1.86
H  -4.42  -0.03  -2.92
H  -2.28  1.02  -2.30
C  3.87  -3.35  -2.05
C  2.37  -3.59  -2.27
C  1.60  -2.37  -2.12
N  1.03  -1.38  -2.00
H  4.41  -4.29  -2.18
H  4.05  -2.99  -1.04
H  4.26  -2.63  -2.76
H  1.98  -4.31  -1.55
H  2.18  -3.99  -3.27
C  0.62  1.85  -1.81
C  0.61  2.74  -0.71
C  -0.59  3.36  -0.25
C  -0.56  4.25  0.79
C  0.65  4.56  1.42
C  1.84  3.98  0.99
C  1.83  3.08  -0.05
H  1.59  1.63  -2.25
H  -0.20  1.89  -2.52
H  -1.53  3.13  -0.74
H  -1.47  4.73  1.13
H  0.67  5.27  2.24
H  2.78  4.23  1.47
H  2.75  2.63  -0.40

Summary:
LUMO (spin up / spin down): -0.08280 / -0.20737 hartree
Charge: +1
Multiplicity: 5
HOMO energy (spin up / spin down): -0.3465 / -0.4007 hartree
Kohn-Sham gap (spin up / spin down): 7.17 / 5.26 eV
Energy: -1369.37550 hartree

=====

Question: Among the records above, which one has the highest energy?
Answer: C23H22N3O3